Density functional theory data (ωB97M-V with the def2-TZVPD basis set) for a molecular structure, C28H52N2O2PmSi2.

Structure (XYZ):
```
87
Properties=species:S:1:pos:R:3:forces:R:3
H 1.58801 2.86891 3.14625 0.1 0.0 0.0
H 1.97126 2.58677 -1.33514 0.2 -0.1 0.6
H 1.69292 -0.62793 1.22185 0.4 0.1 0.3
H -4.88289 -2.06761 -1.21739 0.2 0.1 -0.2
H -1.07973 -4.56882 -1.91412 0.2 0.3 0.0
H 0.21347 1.37512 -4.64769 0.0 -0.1 0.0
H 0.72966 -0.87728 -3.61412 -0.3 0.3 -0.1
H 0.68924 -4.82708 -0.01604 0.1 0.2 0.0
C -0.55344 1.14685 4.27918 -0.5 1.1 -0.6
C -2.06461 2.46655 -1.96802 -0.5 1.2 -0.3
C -1.11622 -1.50537 -0.18838 0.1 -0.1 -0.1
C -3.12398 -3.07945 1.39404 -0.2 -0.1 0.0
H -0.56160 -2.27596 0.36338 0.1 -0.1 -0.3
H 4.63086 2.68834 -0.19883 -0.1 -0.2 0.2
H -0.66356 -0.12645 -2.79448 0.3 0.0 0.1
N -1.11508 2.19182 2.13889 -1.3 2.0 -2.2
Si -2.90999 -1.61296 0.24096 0.2 0.2 -0.2
C -2.61211 3.69476 -2.39698 -0.2 -0.3 -0.1
O 1.14521 -0.10072 -1.72941 0.2 -1.2 -1.6
C -2.84562 4.73494 -1.49083 0.1 -0.1 0.1
H 0.33645 2.19023 -3.09635 0.1 -0.6 0.0
H -0.82333 2.54478 7.39318 0.0 -0.1 -0.4
C -3.49362 -0.04326 1.09713 -0.4 -0.2 -0.1
H -2.88901 3.82682 -3.44625 0.0 0.0 0.3
H -2.20234 4.09082 3.59488 0.3 -0.4 0.5
H 2.70982 -1.07114 -0.83303 -0.1 -0.1 0.1
H 1.26678 -4.98474 -3.84876 0.0 0.0 0.1
H -2.28625 -3.78125 1.29049 -0.2 0.1 0.1
H -0.20442 0.26889 3.72329 0.0 0.3 0.4
H 1.00115 -5.96558 -2.38717 -0.2 -0.1 -0.1
H 2.72584 -0.94407 -3.89722 0.3 -0.1 0.2
H 2.64814 -5.32809 -1.50491 0.2 0.2 0.2
Pm 0.05551 0.73533 0.15280 -1.9 1.2 0.9
H -3.17066 -2.73415 2.43519 0.0 -0.2 -0.2
C 4.45420 1.84577 0.48430 0.2 -0.2 0.1
H 3.17212 0.36489 -1.71547 -0.2 0.0 -0.1
H 3.35430 3.04150 3.21511 -0.1 0.0 0.1
C 0.52155 -5.33176 -3.13100 0.2 0.0 -0.2
C 2.96873 -1.39485 -2.92809 -0.1 -0.3 0.0
N -1.61862 3.28988 1.62924 0.8 -2.5 0.9
H -0.20253 -5.94165 -3.67043 0.0 -0.1 0.0
C 2.48445 3.08145 2.55217 0.1 -0.1 0.2
H 1.77085 1.45124 -3.83226 -0.1 -0.1 0.0
H -4.59024 -0.07977 1.20665 0.3 0.1 0.1
H -0.58160 -3.47317 -3.25907 0.1 -0.1 0.3
C 2.25388 0.16002 1.77081 0.2 -0.6 0.0
Si 2.67700 1.92011 1.09368 0.4 2.2 -1.2
H 1.05289 3.49539 -0.09323 0.3 -0.4 0.2
C -2.48000 4.57163 -0.16488 0.2 -1.1 0.8
H 3.23993 -4.85795 0.09706 0.0 0.0 0.0
C -0.43214 1.29040 5.66237 -0.2 0.1 0.1
H -3.24158 0.85496 0.52247 -0.1 -0.2 0.0
O 0.64874 -3.36952 -1.57982 0.0 -0.8 0.4
H 2.52218 -2.39501 -2.85390 0.1 0.3 -0.3
H 4.05427 -1.50622 -2.83972 -0.1 0.0 -0.2
C -3.83391 -1.79253 -1.39774 -0.2 -0.2 0.3
H 5.17983 1.91694 1.30211 0.0 -0.1 -0.1
C -1.14842 2.20819 3.54252 0.4 0.2 1.2
H 0.06236 0.51524 6.24757 -0.2 0.2 -0.1
C -1.66918 2.29253 -0.65801 0.5 -0.7 0.9
C -0.24086 -4.20271 -2.51768 0.2 0.1 0.7
H -1.97558 1.65287 -2.68884 0.0 0.2 0.0
H 2.39813 4.10658 2.17214 0.0 -0.2 0.0
C 1.61142 2.56129 -0.29013 -0.1 -0.4 -0.1
C -1.71308 3.31764 4.19746 0.2 -0.1 0.5
H 3.26287 -0.25961 1.84783 -0.1 -0.1 0.2
H -2.67313 5.30839 0.61407 0.0 0.1 -0.4
H -3.37718 -2.57458 -2.01998 -0.1 0.1 0.1
H 4.65939 0.91436 -0.06031 0.1 0.2 0.1
C -1.89326 3.33899 0.26687 -0.2 0.9 -1.5
H -3.80844 -0.84033 -1.94253 0.0 -0.2 0.0
H 1.85331 0.20534 2.78718 -0.1 0.0 -0.1
H 1.43409 -3.23542 0.39072 -0.3 -0.1 -0.3
H -2.00490 4.31309 6.07391 0.1 -0.3 0.0
H -3.34167 5.65232 -1.80013 0.2 -0.2 -0.1
C 2.71550 -4.50182 -0.79204 0.2 -0.3 -0.2
C 2.54900 -0.53620 -1.76748 -0.3 1.0 0.0
H -1.04649 -1.45271 -1.29009 0.3 -0.4 0.2
H 3.30780 -3.69691 -1.23675 -0.1 -0.1 0.1
C 1.36563 -4.03565 -0.35340 -0.7 0.3 -1.0
C 0.69549 1.32074 -3.66941 0.1 0.4 -0.4
C 0.40218 -0.01225 -3.02942 0.9 0.2 1.1
H -3.04715 0.05405 2.09069 -0.1 0.0 0.0
H -4.04594 -3.62586 1.16705 0.1 0.0 0.2
C -0.93572 2.43067 6.31297 0.0 0.0 -0.3
C -1.59192 3.43424 5.58184 0.1 -0.5 -0.3
H 0.01558 -2.68326 -1.19339 -0.2 0.3 0.3
```
Forces are in eV/Å.

The total charge is +1. The gap between HOMO and LUMO (spin up / spin down) is 6.162 / 6.161 eV. The spin multiplicity is 5.

Here are the Löwdin charges for atoms 1 to 6, given in e: number 1, H, carries 0.015; number 2, H, carries -0.013; number 3, H, carries -0.024; number 4, H, carries 0.035; number 5, H, carries 0.138; number 6, H, carries 0.095